No. 1
{
  "formula": "C35H52OP4STi",
  "method": "wB97M-V/def2-TZVPD",
  "e_homo_ev": [-14.87, -14.87],
  "e_lumo_ev": [-8.752, -11.237],
  "charge": 3,
  "s2": 0.77,
  "homo_lumo_gap_ev": [6.12, 3.63],
  "spin_multiplicity": 2,
  "elements": ["Ti", "P", "P", "P", "H", "C", "C", "H", "C", "C", "C", "C", "C", "C", "C", "C", "C", "H", "H", "H", "H", "H", "H", "H", "H", "H", "H", "H", "H", "H", "H", "H", "H", "H", "H", "H", "H", "H", "H", "H", "H", "H", "H", "H", "H", "H", "C", "C", "C", "C", "C", "C", "S", "H", "H", "H", "H", "H", "H", "O", "P", "C", "C", "C", "C", "C", "C", "C", "C", "C", "C", "C", "C", "C", "C", "C", "C", "C", "C", "H", "H", "H", "H", "H", "H", "H", "H", "H", "H", "H", "H", "H", "H", "H"],
  "positions_angstrom": [[-0.63310, -0.15346, -0.25116], [-2.04360, 1.66884, -0.31336], [-2.34860, -1.44946, 0.63004], [0.87000, 0.94464, -1.62846], [-1.65020, -2.17146, -1.99696], [-0.73830, -1.57946, -1.89886], [0.26250, -2.00256, -0.92956], [0.06520, -2.88376, -0.32526], [-3.21360, 1.87764, -1.74706], [-3.27050, 1.96274, 1.05344], [-1.37230, 3.40424, -0.30196], [-2.12860, -3.28636, 0.68464], [-3.01850, -1.25416, 2.35024], [-3.93920, -1.41696, -0.31766], [2.23890, -0.03346, -2.40046], [1.89870, 2.37554, -1.05566], [0.18050, 1.66964, -3.18536], [-0.40300, -1.23846, -2.88026], [1.31200, -1.95246, -1.20596], [-3.82890, 2.78124, -1.65176], [-3.86490, 1.00314, -1.81426], [-2.63930, 1.92924, -2.67516], [-3.83330, 2.88704, 0.87894], [-2.73450, 2.04584, 2.00384], [-3.97990, 1.13624, 1.13194], [-2.19020, 4.13384, -0.28876], [-0.75780, 3.59384, -1.18476], [-0.75240, 3.54774, 0.58734], [-3.03880, -3.75226, 1.07734], [-1.28630, -3.54166, 1.33354], [-1.92950, -3.68016, -0.31496], [-4.01630, -1.70136, 2.42214], [-3.07390, -0.20356, 2.63614], [-2.35660, -1.76816, 3.05024], [-4.63270, -2.18346, 0.04704], [-3.72300, -1.59086, -1.37466], [-4.41740, -0.43956, -0.22296], [2.82290, 0.61564, -3.06166], [1.83220, -0.86276, -2.98406], [2.89480, -0.44216, -1.62766], [2.46060, 2.80424, -1.89306], [2.60860, 2.03324, -0.29806], [1.27340, 3.15064, -0.61126], [0.97840, 2.04034, -3.83886], [-0.49760, 2.49424, -2.95586], [-0.38850, 0.89534, -3.70646], [1.68680, -0.84276, -7.46756], [0.94730, -0.60256, -8.63266], [0.78930, -1.61396, -9.57826], [1.36220, -2.86996, -9.37736], [2.09860, -3.10746, -8.21596], [2.26330, -2.10426, -7.26386], [1.93310, 0.39074, -6.21846], [1.23490, 1.36514, -6.82826], [0.49620, 0.37154, -8.80056], [0.21320, -1.41416, -10.47756], [1.23620, -3.65466, -10.11696], [2.55060, -4.08066, -8.04596], [2.83830, -2.29776, -6.36256], [-0.00950, 0.73844, 1.45634], [0.63590, 0.35204, 2.85184], [-0.49620, -0.48806, 4.06784], [-1.58890, 0.18804, 4.65014], [-2.39060, -0.44456, 5.60624], [-2.11310, -1.75326, 6.00064], [-1.02730, -2.43196, 5.44464], [-0.21940, -1.80356, 4.48924], [2.19930, -0.61266, 2.66974], [2.89250, -1.00796, 3.82574], [4.06810, -1.75076, 3.72714], [4.56460, -2.10246, 2.47094], [3.88070, -1.70756, 1.31594], [2.69760, -0.96466, 1.41684], [0.97300, 1.99714, 3.65634], [2.19490, 2.27464, 4.29324], [2.38330, 3.49114, 4.96154], [1.36290, 4.44444, 4.99034], [0.15620, 4.18924, 4.34004], [-0.03620, 2.97434, 3.67994], [-1.83810, 1.19474, 4.37774], [-3.23080, 0.08244, 6.04094], [-2.73660, -2.24036, 6.73994], [-0.80950, -3.44536, 5.75444], [0.61090, -2.35616, 4.07884], [2.51460, -0.74716, 4.80794], [4.59300, -2.05476, 4.62574], [5.47670, -2.67926, 2.39444], [4.26590, -1.98006, 0.34134], [2.17330, -0.65916, 0.53244], [2.99580, 1.55614, 4.30504], [3.31720, 3.68944, 5.47024], [1.50620, 5.38054, 5.51444], [-0.63610, 4.92734, 4.35614], [-0.97790, 2.80344, 3.18694]],
  "lowdin_spin": [0.00, 0.00, 0.00, 0.00, 0.00, 0.00, 0.00, 0.00, 0.00, 0.00, 0.00, 0.00, 0.00, 0.00, 0.00, 0.00, 0.00, 0.00, 0.00, 0.00, 0.00, 0.00, 0.00, 0.00, 0.00, 0.00, 0.00, 0.00, 0.00, 0.00, 0.00, 0.00, 0.00, 0.00, 0.00, 0.00, 0.00, 0.00, 0.00, 0.00, 0.00, 0.00, 0.00, 0.00, 0.00, 0.00, 0.18, 0.09, 0.03, 0.21, 0.03, 0.09, 0.34, 0.01, 0.00, 0.00, 0.01, 0.00, 0.00, 0.00, 0.00, 0.00, 0.00, 0.00, 0.00, 0.00, 0.00, 0.00, 0.00, 0.00, 0.00, 0.00, 0.00, 0.00, 0.00, 0.00, 0.00, 0.00, 0.00, 0.00, 0.00, 0.00, 0.00, 0.00, 0.00, 0.00, 0.00, 0.00, 0.00, 0.00, 0.00, 0.00, 0.00, 0.00]
}



No. 2
{
  "formula": "C35H53AlBr2Cl4F24MgN2O8P",
  "method": "wB97M-V/def2-TZVPD",
  "e_homo_ev": -13.20,
  "e_lumo_ev": -12.076,
  "charge": 3,
  "homo_lumo_gap_ev": 1.12,
  "elements": ["C", "C", "C", "N", "C", "O", "C", "C", "C", "C", "C", "F", "F", "C", "F", "F", "C", "F", "F", "C", "F", "F", "C", "F", "F", "C", "F", "F", "C", "F", "F", "C", "F", "F", "F", "N", "C", "C", "C", "O", "O", "C", "C", "H", "H", "H", "H", "H", "H", "H", "H", "H", "H", "H", "H", "H", "H", "H", "H", "H", "H", "H", "H", "H", "H", "H", "H", "H", "H", "Cl", "Mg", "O", "C", "O", "C", "C", "C", "H", "H", "H", "H", "H", "H", "F", "C", "Cl", "Cl", "Cl", "H", "C", "C", "O", "C", "H", "H", "H", "H", "H", "H", "C", "O", "C", "C", "O", "C", "H", "H", "H", "H", "H", "H", "H", "H", "H", "H", "Br", "C", "C", "Br", "H", "H", "H", "H", "F", "P", "F", "F", "F", "F", "F", "Al"],
  "positions_angstrom": [[-0.11187, 5.03731, 2.94661], [0.19820, 5.67177, 1.49652], [1.60000, 6.48741, 1.42371], [2.80613, 5.69455, 1.81476], [3.17677, 4.66744, 0.81963], [3.97226, 5.15174, -0.29353], [4.09813, 4.08970, -1.29076], [4.29828, 2.59894, -0.61904], [5.04820, 1.71331, -1.72699], [3.86401, 1.14676, -2.69407], [3.29006, -0.23329, -2.15149], [3.85468, -1.38913, -2.80331], [3.77179, -0.33600, -0.77205], [1.68113, -0.31150, -2.03645], [1.32795, 0.73510, -1.08749], [1.38628, -1.55498, -1.42164], [0.87648, 0.00501, -3.37625], [1.69891, -0.48110, -4.46438], [0.78716, 1.42318, -3.62550], [-0.53367, -0.74856, -3.54518], [-0.25762, -2.13124, -3.67994], [-1.03213, -0.32988, -4.83441], [-1.65663, -0.35818, -2.48191], [-1.84497, 1.07222, -2.62390], [-1.23289, -0.50197, -1.10554], [-3.11371, -0.97555, -2.69285], [-3.93208, -0.40528, -1.64582], [-3.75112, -0.58123, -3.90930], [-3.27807, -2.55879, -2.57194], [-2.92248, -3.28267, -3.76598], [-4.69895, -2.78557, -2.45984], [-2.65546, -3.23020, -1.25651], [-1.25235, -3.43060, -1.28240], [-2.98137, -2.55661, -0.04859], [-3.23955, -4.55125, -1.12848], [5.03748, 2.82157, 0.66071], [5.58466, 1.58635, 1.32485], [7.18815, 1.52913, 0.98768], [7.84180, 0.67000, 2.21053], [8.73051, 1.13821, 2.98788], [7.41849, -0.69133, 2.37602], [4.03625, 3.50214, 1.60205], [2.94454, 2.49399, 2.21329], [-0.78196, 4.09610, 2.76283], [-0.74412, 5.76276, 3.59160], [0.81265, 4.72282, 3.54161], [-0.66605, 6.39880, 1.26704], [0.14161, 4.81838, 0.71324], [1.47766, 7.36489, 2.17181], [1.70977, 6.96824, 0.37682], [3.62868, 6.29647, 1.99243], [2.22900, 4.18813, 0.34732], [3.15867, 4.12042, -1.96965], [5.01736, 4.37075, -1.93407], [3.24122, 2.17864, -0.50200], [5.69682, 2.38483, -2.41187], [5.73449, 0.89157, -1.33632], [3.11140, 1.99807, -2.79840], [4.36882, 0.93846, -3.71364], [5.80261, 3.52281, 0.52989], [5.08012, 0.61556, 0.98747], [5.54655, 1.62488, 2.48292], [7.42548, 0.93465, 0.04260], [7.68798, 2.55888, 1.04519], [6.42641, -0.71813, 2.47979], [4.56246, 4.02958, 2.47398], [1.97446, 3.01808, 2.56257], [2.59920, 1.66848, 1.48416], [3.43791, 1.92534, 3.09597], [-3.50762, -6.68091, -0.53536], [-1.36153, 2.38825, 2.95010], [5.04773, -1.21030, 2.56551], [3.99943, -1.82569, 2.53554], [3.28919, -2.16612, 3.63811], [2.16936, -2.97710, 3.25102], [1.93240, -2.65479, 1.79503], [3.32918, -2.35500, 1.29802], [2.42845, -4.02774, 3.40836], [1.30532, -2.73019, 3.87027], [1.43554, -3.45902, 1.25006], [1.31119, -1.75632, 1.71028], [3.84729, -3.25973, 0.96981], [3.32632, -1.60591, 0.51023], [-5.14135, -5.25474, -1.27411], [7.10792, 7.05731, -0.11662], [6.02334, 7.35457, 1.25064], [8.71789, 7.69827, 0.21867], [7.19363, 5.32167, -0.48049], [6.70827, 7.57044, -0.99008], [-2.82510, -5.24673, -7.39459], [-1.99528, -6.43688, -6.99019], [-1.85475, -7.38890, -7.73074], [-1.34584, -6.40169, -5.63102], [-3.23006, -5.41099, -8.39546], [-3.65599, -5.11920, -6.69730], [-2.20316, -4.34899, -7.41154], [-2.11144, -6.32532, -4.85577], [-0.65826, -5.55515, -5.56994], [-0.78095, -7.32364, -5.47578], [-7.36317, -2.56315, 2.92356], [-8.02476, -1.47457, 2.29206], [-7.88837, -0.26031, 3.00689], [-6.83835, 0.64570, 2.35298], [-5.53540, 0.09149, 2.47076], [-5.10095, -0.52211, 1.26403], [-7.33324, -3.39626, 2.22039], [-6.33668, -2.30840, 3.20628], [-7.92586, -2.87194, 3.81034], [-7.64873, -0.44710, 4.05926], [-8.85808, 0.24609, 2.96812], [-6.82664, 1.60500, 2.87831], [-7.08743, 0.83956, 1.30340], [-4.85387, 0.24690, 0.52549], [-5.86106, -1.19386, 0.85421], [-4.20333, -1.10277, 1.48081], [-4.54959, -4.56648, 2.58485], [-4.85780, -4.62508, 4.50996], [-4.20296, -5.83337, 5.13226], [-5.23070, -7.45105, 4.78355], [-5.93750, -4.59368, 4.66044], [-4.41481, -3.70518, 4.89689], [-4.17895, -5.74046, 6.21952], [-3.19199, -6.01313, 4.76552], [-6.76740, -0.54472, -2.66841], [-7.23585, 0.95269, -2.34481], [-8.15921, 0.32510, -1.19566], [-6.05545, 0.99605, -1.25433], [-8.69475, 1.53610, -2.63620], [-7.01171, 0.94196, -3.92843], [-6.71310, 2.46583, -2.36550], [9.68408, -0.03868, 4.79880]],
  "lowdin_charge": [-0.15, -0.20, -0.18, -0.01, -0.31, -0.16, -0.11, -0.21, -0.09, -0.03, -0.23, 0.08, -0.03, -0.19, 0.03, 0.10, -0.16, 0.09, 0.09, -0.19, 0.11, 0.11, -0.15, 0.08, 0.06, -0.18, 0.07, 0.13, -0.16, 0.09, 0.10, -0.27, 0.09, 0.07, -0.24, -0.04, -0.09, 0.00, -0.34, -0.17, 0.01, -0.17, -0.04, -0.16, 0.12, 0.08, 0.13, 0.10, 0.15, 0.14, 0.08, 0.16, 0.16, 0.12, 0.14, 0.14, 0.12, 0.13, 0.17, 0.11, 0.13, 0.15, 0.14, 0.13, 0.02, 0.18, 0.07, 0.09, 0.10, 0.58, 0.99, 0.07, -0.38, 0.07, -0.13, -0.15, -0.06, 0.14, 0.13, 0.13, 0.12, 0.16, 0.09, -0.28, -1.48, 0.57, 0.59, 0.58, 0.03, -0.01, -0.48, 0.12, -0.02, 0.09, 0.09, 0.09, 0.08, 0.08, 0.09, -0.09, -0.08, -0.13, -0.12, -0.11, -0.06, 0.09, 0.06, 0.12, 0.14, 0.16, 0.15, 0.14, 0.09, 0.12, 0.08, 0.66, -0.68, -0.70, 0.65, 0.05, 0.06, 0.06, 0.05, -0.14, 0.18, -0.15, -0.20, -0.13, -0.13, -0.16, 1.06]
}



no.,energy (eV)
1,-110267.3320
2,-333197.5187